# 1
15
Properties=species:S:1:pos:R:3:forces:R:3:lowdin_charge:R:1 method="wB97M-V/def2-TZVPD" lumo_ev=0.42 de_lowest_ev=3.271 fmax_ha_per_bohr=0.10838 homo_lumo_gap_ev=9.51 smiles="[H]/N=C1/C=C[C@H]2CC(=O)N12"
O 2.162 0.572 -0.397 0.696 -0.751 0.781 0.1016
N -0.083 2.179 0.050 -1.746 1.669 -0.994 0.1450
N 0.133 0.057 0.637 -0.568 -3.117 2.374 0.0336
C 0.953 -1.611 -0.250 1.486 -3.034 2.227 -0.0430
C -1.782 -0.868 -0.233 1.770 -4.420 -1.728 -0.0471
C -0.403 -1.386 0.363 -2.806 3.779 2.984 -0.1659
C -1.961 0.429 -0.293 -1.412 2.573 -1.612 -0.0164
C 1.375 -0.227 0.043 -2.281 2.952 -3.057 -0.4306
C -0.726 1.099 0.234 3.805 0.155 -0.525 -0.3700
H -2.781 0.978 -0.975 1.864 -1.261 2.246 0.1644
H 0.954 2.174 0.172 -1.490 -0.438 0.476 0.0675
H 1.663 -2.072 0.540 -1.352 -0.762 -1.330 0.1644
H -2.295 -1.764 -0.678 -0.488 1.658 0.356 0.1197
H 0.871 -2.167 -1.155 1.117 0.136 -0.984 0.1174
H -0.785 -1.991 1.278 1.405 0.861 -1.215 0.1594

=====

# 2
67
Properties=species:S:1:pos:R:3:forces:R:3:lowdin_charge:R:1 method="wB97M-V/def2-TZVPD" lumo_ev=1.70 de_lowest_ev=0.000 fmax_ha_per_bohr=0.02888 homo_lumo_gap_ev=6.57 charge=-1
Ti -0.476 0.272 0.286 -1.030 0.841 -0.661 1.0441
S -0.770 3.449 0.869 0.671 0.365 -0.435 0.8803
S -3.210 1.625 0.690 -0.278 0.420 0.393 0.5280
P 2.132 0.311 0.635 0.003 -0.157 0.118 0.8946
P 2.426 -2.291 -1.687 0.064 -0.021 0.002 0.8752
F -4.471 1.442 -1.675 0.031 -0.051 -0.027 0.1182
F 0.946 4.063 -1.319 -0.048 -0.007 -0.005 0.0476
F -2.102 -2.447 -5.353 -0.002 -0.007 0.010 0.1138
F -2.423 2.126 -1.816 -0.037 0.042 -0.010 0.1040
F 0.738 5.619 0.170 -0.050 -0.084 0.056 0.0422
F 0.579 1.415 -5.370 0.003 0.005 0.014 0.1211
F 0.780 1.283 -2.669 0.042 0.058 -0.028 0.1156
F -0.869 -0.448 -6.720 0.005 0.005 0.003 0.1102
F -3.964 3.453 -1.071 0.015 -0.021 0.037 0.1193
F 2.075 3.955 0.524 0.083 -0.034 0.077 0.0368
F -1.896 -2.586 -2.661 -0.001 -0.002 -0.020 0.1165
O -2.433 0.343 0.319 0.644 -0.378 -0.179 -0.4117
O -0.464 -1.488 1.413 0.131 -0.183 0.387 -0.0647
O -0.146 3.416 2.193 -0.209 0.003 0.103 -0.4441
O -0.455 -0.744 -1.275 0.325 0.234 -0.063 -0.1799
O -0.302 0.756 4.931 0.024 0.015 0.000 0.1006
O -0.263 2.035 0.053 -0.257 -0.680 0.283 -0.5538
O -4.523 1.268 1.156 -0.076 -0.124 -0.120 -0.3019
O -0.502 0.458 2.347 0.241 -0.086 0.273 -0.1031
N -2.408 2.609 1.427 -0.129 -0.142 0.126 -0.3769
C 1.389 -3.753 -2.083 0.035 -0.001 -0.045 -0.2886
C 0.847 4.269 0.024 0.099 0.191 -0.148 -0.6581
C -0.234 -2.788 3.942 -0.010 0.061 -0.020 -0.0134
C 2.494 1.253 2.147 0.104 -0.058 -0.005 -0.2220
C -3.540 2.184 -1.063 -0.056 -0.080 -0.005 -0.6529
C -0.769 -0.510 -5.386 -0.017 -0.013 -0.029 -0.1438
C -0.449 -0.807 2.489 -0.074 0.034 -0.289 -0.5340
C -0.067 -3.374 5.176 0.007 -0.045 0.027 -0.0929
C 0.065 0.369 -3.322 -0.072 -0.093 0.111 -0.1464
C -0.232 -0.577 4.955 -0.034 -0.014 -0.131 -0.2497
C -0.560 -0.643 -2.591 -0.081 -0.103 -0.135 -0.2468
C -0.316 -1.397 3.812 0.017 -0.059 0.232 -0.0606
C 3.032 -1.280 0.909 -0.033 0.044 -0.085 -0.3788
C -1.289 -1.589 -3.313 0.039 0.058 0.122 -0.1417
C 2.446 -2.479 0.154 0.071 0.073 -0.002 -0.4305
C 0.023 -2.556 6.306 -0.002 0.026 -0.024 -0.0796
C -1.396 -1.525 -4.689 -0.007 -0.013 -0.048 -0.1407
C -0.056 -1.185 6.202 0.000 -0.013 0.065 -0.0081
C 4.094 -2.983 -2.070 -0.021 0.032 0.014 -0.3086
C -0.036 0.438 -4.697 0.021 0.019 -0.024 -0.1360
C 3.074 1.192 -0.643 0.089 -0.104 0.048 -0.2391
H 4.246 -3.010 -3.149 -0.005 -0.006 0.005 0.0281
H 3.035 0.642 -1.580 -0.002 -0.021 -0.019 0.0142
H 4.863 -2.334 -1.646 -0.001 0.002 -0.011 0.0270
H -0.008 -4.449 5.272 0.000 0.002 -0.004 0.0966
H 3.005 -3.387 0.408 -0.034 -0.013 0.027 0.0786
H 0.356 -3.541 -1.812 -0.048 0.006 0.011 0.0251
H 2.634 2.174 -0.786 -0.036 0.048 -0.040 0.0234
H 0.155 -3.004 7.283 -0.001 -0.003 0.002 0.1021
H 1.984 2.214 2.093 -0.033 0.018 0.033 0.0274
H 2.997 -1.467 1.986 -0.015 -0.022 -0.008 0.0805
H 4.111 1.306 -0.317 -0.008 -0.004 -0.019 0.0536
H -0.310 -3.382 3.041 0.003 -0.003 0.000 0.1208
H 0.009 -0.546 7.072 -0.002 -0.004 -0.001 0.1183
H 1.412 -2.631 0.468 -0.043 0.031 0.000 0.0563
H 4.085 -1.126 0.650 0.017 0.011 0.023 0.0765
H 2.117 0.714 3.016 -0.004 -0.007 -0.005 0.0427
H 4.223 -3.991 -1.666 -0.005 0.003 0.010 0.0331
H 1.428 -3.952 -3.155 -0.017 0.007 0.012 0.0390
H 1.721 -4.645 -1.545 0.015 0.001 -0.001 0.0406
H 3.571 1.404 2.253 -0.003 0.015 0.009 0.0564
H -0.439 1.078 4.013 -0.017 -0.011 0.015 0.1001

=====

# 3
18
Properties=species:S:1:pos:R:3:forces:R:3:lowdin_charge:R:1 method="wB97M-V/def2-TZVPD" lumo_ev=-4.18 de_lowest_ev=0.225 fmax_ha_per_bohr=0.12293 homo_lumo_gap_ev=10.26 charge=+1 smiles="COC(=O)[C@@H]1NC(Br)=[NH+][C@H]1Br"
Br -2.139 -3.043 -0.076 -0.085 -0.014 -0.026 0.7744
Br -4.592 1.507 0.011 -0.755 0.241 -0.130 0.9937
O 0.054 1.540 0.189 -0.970 0.807 -0.186 0.1442
O 1.262 -0.200 -0.466 -1.621 -0.818 -0.371 -0.0030
N -2.210 0.644 -0.980 0.707 -2.567 0.720 0.0884
N -2.939 -0.498 0.836 2.557 -1.026 -1.606 0.0225
C 2.382 0.496 0.021 0.989 -2.278 5.813 -0.0404
C -1.734 -1.280 0.581 0.779 1.146 -2.742 -0.5343
C -3.163 0.386 -0.118 -0.728 2.064 0.844 -0.7807
C 0.112 0.480 -0.359 1.200 -0.413 0.927 -0.4858
C -1.116 -0.273 -0.836 0.812 -1.956 2.206 -0.0852
H 2.178 1.118 0.924 -0.517 0.004 -1.088 0.1105
H -1.944 1.397 -1.576 -1.238 1.204 -0.153 0.1775
H -3.491 -0.988 1.495 -1.776 0.468 0.455 0.1455
H 2.750 1.037 -0.730 1.940 2.139 -2.779 0.0559
H -0.891 -0.809 -1.782 -0.395 -0.320 0.930 0.1623
H -1.183 -1.455 1.520 0.377 0.687 -0.809 0.1082
H 3.138 -0.207 0.570 -1.277 0.633 -2.005 0.1461

=====

# 4
15
Properties=species:S:1:pos:R:3:forces:R:3:lowdin_charge:R:1 method="wB97M-V/def2-TZVPD" lumo_ev="3.85 / 3.85" de_lowest_ev=3.814 fmax_ha_per_bohr=0.08624 homo_lumo_gap_ev="6.01 / 6.01" charge=-1
O -0.690 -1.596 -0.778 0.756 -0.363 0.690 -0.1411
O 3.273 0.235 0.931 -1.043 -0.257 -0.286 0.0763
O 2.897 1.013 -1.194 -0.885 -0.622 0.618 0.0765
C -1.622 -0.242 1.086 -0.459 0.545 -3.272 -0.0458
C 0.584 -1.242 -0.010 2.312 0.516 -0.553 -0.1208
C -0.548 -0.401 -0.024 -2.195 2.118 -1.065 -0.6877
C 2.820 0.464 -0.142 1.258 0.194 -0.425 -0.4880
C -0.528 0.872 -0.954 2.042 -3.923 -0.325 -0.0428
H 0.874 -1.789 0.884 -0.817 -0.623 0.198 0.0201
H -2.653 -0.049 0.549 1.823 0.085 1.095 0.0972
H -1.509 1.012 -1.246 -2.029 0.669 -1.047 0.0306
H -1.708 -1.226 1.471 0.036 -0.545 1.415 0.0461
H -0.141 1.661 -0.435 0.818 2.439 1.529 0.0258
H 0.204 0.668 -1.781 -0.998 0.092 0.563 0.0885
H -1.253 0.621 1.640 -0.620 -0.325 0.866 0.0652

=====

# 5
13
Properties=species:S:1:pos:R:3:forces:R:3:lowdin_charge:R:1 method="wB97M-V/def2-TZVPD" lumo_ev=0.65 de_lowest_ev=1.437 fmax_ha_per_bohr=0.11061 homo_lumo_gap_ev=9.71 smiles=C[C@@]12C[C@@H]1[C@H]2I
I 3.011 -0.127 -0.030 0.082 -0.450 0.328 0.8024
C -0.224 -0.139 -0.309 2.604 0.252 0.871 -0.3497
C 1.115 0.664 -0.465 -1.004 -0.968 -0.152 -0.6859
C -0.402 -1.606 0.086 -1.372 3.782 4.021 -0.0336
C -1.056 1.118 -0.170 -0.915 -3.450 2.833 -0.0444
C 0.177 0.956 0.647 -0.010 0.233 -1.546 -0.2315
H -2.074 0.926 0.230 0.866 0.444 0.030 0.1278
H -0.252 -2.192 -0.698 -0.225 -2.738 -3.578 0.0084
H 0.421 0.928 1.668 -0.100 -0.004 1.088 0.1141
H -0.968 1.729 -0.947 -0.191 2.807 -3.138 0.0468
H 1.327 1.247 -1.354 -0.672 0.487 0.140 0.0445
H -1.476 -1.571 0.538 1.960 -0.985 -0.692 0.1226
H 0.401 -1.933 0.804 -1.023 0.590 -0.206 0.0785